The following is a quantum chemistry calculation of a structure of composition C34H82B2BrClN3O17P2S5, from OMol25.

Computed properties:
Gap between HOMO and LUMO ... 7.40 eV
E_tot ... -8545.35764 Ha
LUMO ... -3.36 eV
Total charge ... +1
Energy above the lowest of the compared OMol25 structures with the same formula, charge and spin ... 73.6 kJ/mol
Multiplicity ... 1

Last column: Löwdin charge in e.
CARTESIAN COORDINATES (ANGSTROEM)
Br: -0.70 -0.45 -3.26  1.00
Cl: -0.10 -0.77 1.16  0.85
S: 5.87 -2.32 2.20  0.54
S: -0.41 5.80 -6.96  0.55
S: -3.60 -4.02 1.66  0.78
S: -7.38 -3.61 3.53  0.56
S: 13.33 -1.36 1.97  0.56
P: -0.60 2.18 1.29  1.00
P: 1.42 0.19 -1.26  0.96
O: 6.14 -1.09 1.51  -0.28
O: 13.12 0.02 2.28  -0.27
O: -3.21 -0.70 -0.04  -0.12
O: -7.60 1.97 1.14  -0.05
O: 7.10 -2.73 3.09  -0.26
O: 0.41 5.87 -8.31  -0.26
O: 14.63 -1.86 2.72  -0.26
O: -6.18 -3.01 4.07  -0.29
O: -1.52 4.91 -7.11  -0.28
O: 12.27 -2.30 2.18  -0.29
O: 0.50 5.62 -5.87  -0.28
O: -8.52 -2.78 3.28  -0.28
O: 5.42 -3.46 1.46  -0.28
O: -3.16 3.62 -1.09  0.13
O: -3.45 -2.02 -2.82  0.16
O: -7.79 -4.84 4.43  -0.25
O: -3.91 0.15 -3.60  0.16
N: -2.43 2.76 -3.24  -0.06
N: -0.21 -0.05 -0.48  -0.57
N: -6.88 -0.77 -0.39  -0.04
C: -6.97 -4.49 2.07  -0.13
C: -0.82 1.36 -0.36  -0.45
C: -2.62 -0.22 -1.26  -0.28
C: -5.58 -0.11 -0.30  -0.17
C: -2.06 -3.24 -0.46  -0.25
C: -8.41 0.81 0.87  -0.41
C: 0.04 4.52 -0.19  -0.13
C: -8.02 0.13 -0.43  -0.18
C: -3.13 3.94 -3.77  -0.06
C: 2.73 -2.12 -0.04  -0.15
C: -2.15 -3.10 1.05  -0.58
C: -0.81 3.97 0.95  -0.39
C: -2.09 1.73 2.28  -0.41
C: 13.83 -2.60 4.94  -0.07
C: -7.97 -4.62 5.85  -0.24
C: 14.72 -1.66 4.15  -0.24
C: 2.48 1.38 -0.37  -0.37
C: -2.27 1.28 -0.95  -0.07
C: -1.72 1.57 3.75  -0.16
C: 9.08 -2.37 1.63  -0.07
C: -1.01 7.45 -6.97  -0.12
C: -1.02 -2.40 -1.21  -0.20
C: 4.75 -1.99 3.52  -0.11
C: 13.93 -1.53 0.33  -0.12
C: -1.22 -0.88 -1.31  -0.51
C: 0.57 3.52 -9.06  -0.07
C: 3.02 1.11 1.05  -0.14
C: -1.02 2.85 -3.68  -0.09
C: 8.25 -3.35 2.44  -0.23
C: -4.53 -1.19 -0.08  -0.19
C: 1.30 4.78 -8.63  -0.24
C: -8.37 -0.09 2.09  -0.04
C: -9.24 -3.87 6.18  -0.07
C: 2.33 -1.38 -1.32  -0.37
B: -2.63 2.57 -1.84  -0.58
B: -3.33 -0.67 -2.65  -0.77
H: -2.50 1.01 4.26  0.07
H: -2.30 -2.08 1.35  0.01
H: 4.10 0.97 1.03  0.07
H: -0.04 -2.61 -0.78  0.08
H: -0.27 2.03 -1.01  0.04
H: -4.68 -2.02 -0.77  0.12
H: -1.85 4.23 0.79  0.06
H: 4.55 -2.91 4.05  0.08
H: 3.39 -2.95 -0.28  0.08
H: -1.63 2.53 4.26  0.07
H: 12.77 -2.41 4.74  0.07
H: -2.88 1.46 -0.06  0.10
H: -4.03 3.44 -0.73  0.11
H: -1.26 -3.48 1.54  0.06
H: 1.10 4.43 0.02  0.07
H: -4.28 -3.02 2.21  -0.15
H: -3.05 3.91 -4.85  0.09
H: -0.16 4.04 -1.14  0.05
H: -4.18 -2.19 -3.41  0.14
H: 3.84 -1.61 3.06  0.06
H: 1.91 5.16 -9.44  0.12
H: -9.37 -3.82 7.26  0.09
H: -4.18 3.94 -3.48  0.09
H: -0.31 2.36 -3.02  0.03
H: 14.01 -2.46 6.00  0.08
H: 8.52 -1.98 0.78  0.07
H: 8.84 -3.75 3.26  0.13
H: -2.50 0.82 1.86  0.05
H: -0.70 3.88 -3.82  0.08
H: -7.84 0.88 -1.21  0.12
H: 13.10 -1.30 -0.33  0.08
H: -7.54 2.46 0.32  0.07
H: -0.49 4.45 1.88  0.08
H: 2.57 0.25 1.53  0.02
H: -1.79 -4.27 -0.67  0.12
H: -5.43 0.40 -1.25  0.11
H: -6.97 -1.45 0.35  0.09
H: -9.22 -2.85 5.80  0.07
H: -0.10 3.73 -9.88  0.09
H: -9.44 1.17 0.75  0.14
H: 2.82 1.96 1.69  0.06
H: 1.74 -2.06 -1.94  0.06
H: -0.17 8.14 -6.88  0.08
H: -3.06 -3.11 -0.87  0.07
H: 3.28 -1.49 0.64  0.03
H: -0.99 -2.79 -2.21  0.09
H: -7.84 -5.07 1.75  0.08
H: -2.65 4.86 -3.45  0.09
H: -5.54 0.60 0.53  0.12
H: -8.88 -0.44 -0.77  0.12
H: -8.45 -1.14 1.82  0.05
H: 1.87 -2.56 0.44  0.04
H: 14.25 -2.56 0.18  0.08
H: -6.12 -5.13 2.26  0.05
H: -1.68 7.55 -6.12  0.08
H: -0.80 1.00 3.86  0.05
H: 3.31 1.47 -1.07  0.09
H: -4.72 -1.61 0.91  0.10
H: 14.50 -0.61 4.38  0.12
H: -2.84 2.51 2.15  0.08
H: 15.76 -1.83 4.39  0.12
H: 7.90 -4.18 1.83  0.12
H: 14.75 -0.84 0.18  0.08
H: -0.91 2.37 -4.65  0.08
H: -0.02 3.10 -8.24  0.07
H: 1.96 4.60 -7.78  0.11
H: -7.09 -4.12 6.25  0.12
H: -7.41 0.03 2.59  0.09
H: -9.16 0.15 2.79  0.09
H: -10.11 -4.36 5.74  0.09
H: -8.00 -5.62 6.28  0.12
H: 3.23 -1.13 -1.89  0.10
H: -6.73 -3.74 1.32  0.05
H: -1.55 7.62 -7.90  0.08
H: 1.30 2.77 -9.37  0.08
H: -0.16 5.58 -0.33  0.09
H: -4.68 0.62 -3.27  0.10
H: 9.97 -2.87 1.26  0.07
H: 1.97 2.34 -0.38  0.04
H: 14.03 -3.63 4.67  0.09
H: 9.38 -1.52 2.25  0.09
H: 5.19 -1.24 4.17  0.08